Entry 1:
Formula: C57H45N4O2PSTcTe
Source: the Open Molecules 2025 dataset
Level of theory: wB97M-V/def2-TZVPD

Summary:
E, hartree: -3656.8276
HOMO level (spin up / spin down), eV: -7.8 / -7.7
2S+1: 4
HOMO-LUMO gap (spin up / spin down), Ha: 0.28024 / 0.20752

```
112
C57H45N4O2PSTcTe, DFT wB97M-V/def2-TZVPD
Tc -0.02198 0.51562 -0.10677
O -0.61566 0.80281 1.83552
C 0.30931 1.09357 2.84696
C 1.72436 0.55148 2.47611
C 2.42831 1.02646 1.26546
C 3.65795 1.67028 1.44454
C 4.38013 2.06883 0.33664
C 3.91868 1.69012 -0.93477
C 2.76600 0.98671 -1.09759
C 2.32797 0.35766 -2.35121
C 0.92742 0.87017 -2.97355
O -0.14196 0.59551 -2.08458
C 0.88806 2.38931 -3.27233
C -0.24635 2.85196 -4.02714
C -0.31836 4.18365 -4.46146
C 0.73923 5.06300 -4.19571
C 1.87942 4.60068 -3.53133
C 1.94730 3.27769 -3.08256
C 0.77307 0.17984 -4.34706
C 1.60822 0.53810 -5.39236
C 1.57277 -0.16174 -6.61846
C 0.72919 -1.22983 -6.81318
C -0.13040 -1.62281 -5.76252
C -0.15179 -0.85972 -4.55712
N 1.89617 0.81451 -0.00485
C -0.15992 0.39661 4.13535
C 0.64633 -0.47547 4.89110
C 0.11223 -1.26225 5.88548
C -1.25410 -1.07497 6.21417
C -1.99515 -0.10037 5.60722
C -1.42720 0.64974 4.59037
C 0.28726 2.59242 3.33134
C 1.39891 3.10999 4.08043
C 1.36805 4.45266 4.50571
C 0.17060 5.11545 4.47559
C -0.95129 4.55593 3.87038
C -0.84754 3.33084 3.21312
H 1.56047 -0.53862 2.46053
H 2.45855 0.78647 3.27419
H 4.05248 1.83908 2.42776
H 5.19256 2.73969 0.46710
H 4.39641 1.93801 -1.88835
H 2.17816 -0.72649 -2.13864
H 3.16403 0.33443 -3.11947
H -1.01247 2.11799 -4.30802
H -1.15153 4.48326 -4.98318
H 0.71334 6.17510 -4.40959
H 2.72229 5.25783 -3.34144
H 2.90353 3.00712 -2.57491
H 2.32417 1.33610 -5.22833
H 2.14366 0.26356 -7.43195
H 0.86689 -1.91833 -7.66130
H -0.72202 -2.55911 -5.85722
H -0.84265 -1.09662 -3.81348
H 1.71330 -0.60044 4.76846
H 0.75734 -1.93677 6.46664
H -1.58189 -1.66273 7.07598
H -3.05555 0.14956 5.80622
H -2.00673 1.33707 3.99132
H 2.26870 2.48941 4.20152
H 2.27978 4.85621 4.93006
H 0.15495 6.06506 5.03640
H -1.87465 5.15851 3.73166
H -1.65370 2.87399 2.64694
Te -2.84270 1.25295 -0.30955
C -4.52268 0.21032 0.29458
C -4.76275 -1.10723 -0.17700
C -6.13905 -1.33314 -0.28300
C -6.89813 -0.28922 0.18630
S -5.97806 0.95154 0.89881
H -3.93822 -1.79130 -0.47060
H -6.56704 -2.24234 -0.68749
H -7.96586 -0.24110 0.06177
N 1.11059 6.98523 0.22673
C 0.45427 6.02374 0.38020
N -0.33979 4.99846 0.65157
C -0.23490 3.80836 0.21526
N -0.11864 2.70497 -0.17500
C -2.80732 -3.94250 3.00858
C -1.52668 -4.41432 2.83000
C -0.63064 -3.75109 1.96882
C -1.02432 -2.55181 1.34892
C -2.24862 -1.94013 1.72460
C -3.15696 -2.68541 2.50784
P -0.14788 -1.93785 -0.10936
C -0.96472 -2.99881 -1.33673
C -0.75199 -4.38423 -1.46140
C -1.45249 -5.15190 -2.37381
C -2.52134 -4.55686 -3.12158
C -2.74974 -3.16303 -2.98227
C -2.00841 -2.42184 -2.11314
C 1.53080 -2.56563 -0.04493
C 2.24245 -2.67935 1.15142
C 3.55546 -3.14643 1.11336
C 4.17537 -3.54015 -0.08417
C 3.49201 -3.35673 -1.29836
C 2.15438 -2.91075 -1.26818
H -3.59926 -4.48666 3.51850
H -1.19614 -5.37641 3.25314
H 0.40414 -4.16562 1.72956
H -2.46243 -0.93460 1.37658
H -4.11497 -2.25870 2.81296
H 0.08101 -4.82219 -0.96120
H -1.32379 -6.21341 -2.45203
H -3.14453 -5.19324 -3.73278
H -3.61984 -2.69919 -3.44702
H -2.24764 -1.36064 -1.98628
H 1.76254 -2.31954 2.08669
H 4.03009 -3.35980 2.05148
H 5.21669 -3.89366 -0.02166
H 4.02866 -3.48948 -2.26972
H 1.62447 -2.97307 -2.15023
```

=====

Entry 2:
Formula: C57H46BrN4O3PtS
Source: the Open Molecules 2025 dataset
Level of theory: wB97M-V/def2-TZVPD

Summary:
E, hartree: -5735.7251
HOMO level (spin up / spin down), eV: -9.5 / -9.5
2S+1: 1
HOMO-LUMO gap (spin up / spin down), Ha: 0.15346 / 0.15297
Total charge: +1

```
113
C57H46BrN4O3PtS, DFT wB97M-V/def2-TZVPD
Pt 0.33760 0.76227 -0.10720
C 1.10381 0.83214 -7.69708
C 1.76537 1.61739 -6.76597
C 1.54569 1.43172 -5.41694
C 0.65700 0.44753 -4.95660
C -0.00520 -0.33442 -5.90939
C 0.21162 -0.13394 -7.26083
C 0.49728 0.29600 -3.50938
C -0.75740 0.19291 -2.90762
C -2.01284 0.04547 -3.59925
C -2.98187 -0.03784 -2.66058
C -2.34393 0.12459 -1.37841
C -3.04689 0.21487 -0.17881
C -4.50334 0.40784 -0.25714
C -4.96598 1.47935 -1.02674
C -6.30672 1.80828 -1.04581
C -7.21197 1.06819 -0.30251
C -6.76771 -0.01564 0.43820
C -5.42517 -0.34349 0.46622
C -2.44393 0.42709 1.09194
N -1.14288 0.78929 1.27718
C -1.02780 1.23850 2.55666
C 0.09898 1.95396 3.06017
C -0.12401 2.88130 4.17536
C 0.08321 4.24395 3.93909
C -0.18243 5.16598 4.93303
C -0.63576 4.74567 6.17354
C -0.82734 3.39618 6.41755
C -0.57530 2.46674 5.42692
C 1.36012 1.91150 2.47712
C 2.56261 2.40401 3.11519
C 3.59918 2.04265 2.32868
C 3.04230 1.37570 1.17509
N 1.68809 1.29309 1.31254
C 3.77248 0.94851 0.07637
C 3.17322 0.52386 -1.13626
C 3.90289 0.14850 -2.29186
C 2.98980 0.01565 -3.30790
C 1.71120 0.30312 -2.75234
N 1.83324 0.56781 -1.42910
C 5.24872 1.09760 0.09044
C 5.82108 2.20920 -0.52571
C 7.19408 2.37924 -0.52835
C 8.01637 1.43049 0.05714
C 7.45297 0.32576 0.67451
C 6.07722 0.16162 0.70194
C -2.26380 1.06402 3.23286
C -3.14947 0.55889 2.31966
N -0.99498 0.20975 -1.56034
H 1.29416 0.96131 -8.75114
H 2.45833 2.37521 -7.09846
H 2.04406 2.06990 -4.70229
H -0.65475 -1.13688 -5.59372
H -0.30612 -0.74762 -7.98198
H -2.13411 0.03396 -4.66202
H -4.03200 -0.19957 -2.80075
H -4.25905 2.07250 -1.58767
H -6.63721 2.65236 -1.63327
H -8.25662 1.33919 -0.29615
H -7.46881 -0.60572 1.00903
H -5.09339 -1.19943 1.03237
H 0.41681 4.56494 2.96225
H -0.04333 6.21965 4.74505
H -0.83369 5.46519 6.95209
H -1.17520 3.07032 7.38461
H -0.68339 1.41118 5.62968
H 2.58004 2.92022 4.05725
H 4.64746 2.20183 2.48190
H 4.96320 -0.01235 -2.32337
H 3.18340 -0.25451 -4.32785
H 5.18109 2.94551 -0.99043
H 7.61810 3.25340 -0.99977
H 9.08920 1.55525 0.03136
H 8.09035 -0.41686 1.13055
H 5.64450 -0.70329 1.18481
H -2.47153 1.32325 4.24812
H -4.18485 0.34694 2.48319
C -3.79740 -3.81265 0.73509
C -2.91071 -3.25903 1.84398
C -1.43497 -3.48131 1.54811
S -0.96767 -2.45562 0.07133
O 0.22440 -1.68183 0.52413
C -0.27333 -3.76024 -1.04921
C 1.20250 -4.03139 -0.80926
C 1.47882 -4.87704 0.42749
H -4.84420 -3.66518 0.98179
H -3.63083 -4.87972 0.60623
H -3.59664 -3.30516 -0.20556
H -3.15988 -3.74302 2.79146
H -3.08988 -2.18772 1.96897
H -1.22606 -4.53030 1.35069
H -0.81007 -3.11929 2.36269
H -0.42922 -3.35846 -2.05127
H -0.89536 -4.64451 -0.93056
H 1.71986 -3.07325 -0.71104
H 1.60339 -4.54099 -1.68831
H 1.24410 -4.32710 1.33458
H 2.53290 -5.14118 0.46241
H 0.89776 -5.79749 0.40619
Br -2.84111 3.87979 1.25806
C -2.27229 5.11498 -0.07128
C -2.93063 6.33213 -0.15417
C -2.54413 7.24711 -1.11693
C -1.50977 6.94302 -1.98803
C -0.86812 5.71899 -1.90819
C -1.23983 4.79446 -0.94368
C -0.49082 3.48088 -0.82967
O -0.26195 2.82911 -1.84914
O -0.15761 3.16064 0.33002
H -3.73133 6.55090 0.53653
H -3.05965 8.19267 -1.18886
H -1.19646 7.65691 -2.73353
H -0.06397 5.46541 -2.58070
```